No. 1
Below is a molecular structure, C42H43As2N5O3ReS2, with properties calculated with the ωB97M-V functional and the def2-TZVPD basis.

The calculation puts the HOMO-LUMO gap (spin up / spin down) at 8.27 / 6.49 eV. For the total energy, the calculation gives -7471.54442 hartree. For the LUMO energy (spin up / spin down), the calculation gives -5.14 / -6.92 eV. The net charge is +2. The spin multiplicity is 4. The highest occupied orbital energy (spin up / spin down) comes out at -13.409 / -13.408 eV.

CARTESIAN COORDINATES (ANGSTROEM)
Re1 0.078 0.482 -0.224
C1 -3.371 1.944 0.730
As1 -2.068 1.775 -0.702
C2 -1.956 3.634 -1.221
C3 -2.983 0.886 -2.162
C4 -3.787 1.607 -3.038
C5 -4.464 0.949 -4.054
C6 -4.341 -0.424 -4.190
C7 -3.510 -1.138 -3.338
C8 -2.823 -0.490 -2.318
As2 -1.543 -1.416 -1.164
C9 -2.661 -1.944 0.341
C10 -1.413 -3.179 -1.983
H1 -4.277 2.401 0.337
H2 -2.939 2.593 1.493
H3 -3.615 0.987 1.185
H4 -2.972 4.007 -1.342
H5 -1.389 3.771 -2.139
H6 -1.483 4.200 -0.421
H7 -3.884 2.681 -2.943
H8 -5.080 1.508 -4.745
H9 -4.890 -0.945 -4.964
H10 -3.410 -2.206 -3.479
H11 -3.531 -2.482 -0.030
H12 -2.987 -1.088 0.926
H13 -2.069 -2.603 0.977
H14 -2.432 -3.541 -2.108
H15 -0.890 -3.832 -1.293
H16 -0.891 -3.167 -2.937
S1 -1.019 -0.581 4.170
C11 -0.645 -0.322 2.674
N1 -0.379 -0.156 1.516
O1 0.615 2.968 2.701
C12 0.831 3.221 1.546
N2 1.141 4.423 0.961
C13 1.602 4.272 -0.433
C14 1.117 2.850 -0.665
O2 0.911 2.179 -1.703
N3 0.772 2.288 0.486
C15 1.000 5.262 -1.421
C16 0.156 6.283 -1.006
C17 -0.323 7.202 -1.930
C18 0.043 7.103 -3.263
C19 0.888 6.082 -3.677
C20 1.364 5.159 -2.760
C21 3.130 4.387 -0.459
C22 3.685 5.637 -0.194
C23 5.058 5.782 -0.105
C24 5.889 4.684 -0.293
C25 5.339 3.445 -0.571
C26 3.960 3.294 -0.655
H17 1.491 5.175 1.535
H18 -0.120 6.369 0.038
H19 -0.976 8.000 -1.602
H20 -0.317 7.829 -3.979
H21 1.189 6.011 -4.714
H22 2.027 4.363 -3.077
H23 3.039 6.498 -0.063
H24 5.480 6.753 0.116
H25 6.963 4.796 -0.229
H26 5.985 2.589 -0.722
H27 3.534 2.323 -0.890
O3 0.771 -2.408 -0.147
S2 2.084 -3.160 -0.088
C27 2.064 -4.049 1.472
C28 1.055 -3.789 2.382
C29 1.068 -4.451 3.602
C30 2.087 -5.345 3.897
C31 3.099 -5.587 2.975
C32 3.099 -4.929 1.756
C33 1.885 -4.536 -1.235
C34 1.203 -5.695 -0.895
C35 0.971 -6.651 -1.873
C36 1.400 -6.436 -3.176
C37 2.095 -5.280 -3.503
C38 2.347 -4.328 -2.527
H28 0.282 -3.076 2.122
H29 0.285 -4.266 4.326
H30 2.099 -5.851 4.853
H31 3.889 -6.286 3.210
H32 3.883 -5.111 1.030
H33 0.854 -5.855 0.117
H34 0.459 -7.567 -1.611
H35 1.198 -7.179 -3.936
H36 2.450 -5.123 -4.513
H37 2.899 -3.425 -2.761
C39 3.228 0.284 1.795
C40 3.225 -0.008 0.339
N4 2.179 -0.020 -0.473
C41 2.636 -0.308 -1.747
C42 3.980 -0.472 -1.697
N5 4.330 -0.279 -0.380
H38 2.223 0.515 2.140
H39 3.873 1.138 2.011
H40 3.604 -0.572 2.358
H41 1.971 -0.372 -2.591
H42 4.705 -0.671 -2.466
H43 5.263 -0.350 -0.008

Mulliken atomic charge list, values in e, 4 entries: number 1, Re, carries -1.08; number 2, C, carries -1.18; number 3, As, carries 1.30; number 4, C, carries -1.64

***

No. 2
Below is a molecular structure, C42H44AuClIO7PTe at a distorted geometry, with properties calculated with the ωB97M-V functional and the def2-TZVPD basis.

The calculation puts the HOMO-LUMO gap (spin up / spin down) at 6.07 / 6.08 eV. For the total energy, the calculation gives -3656.59168 hartree. For the LUMO energy (spin up / spin down), the calculation gives 4.12 / 3.94 eV. Its energy above the lowest of the compared OMol25 structures with the same formula, charge and spin is 6.00 kcal/mol. The net charge is -2. The spin multiplicity is 3. The highest occupied orbital energy (spin up / spin down) comes out at -1.948 / -2.138 eV.

CARTESIAN COORDINATES (ANGSTROEM)
Au1 -0.012 1.082 -0.730
C1 2.745 -3.753 2.436
C2 1.267 -3.357 2.425
C3 0.528 -4.203 3.488
O1 0.716 -3.567 1.142
C4 -0.244 -2.539 0.881
C5 -0.116 -1.609 2.118
O2 1.127 -1.990 2.694
C6 -0.205 -0.048 2.074
O3 0.632 0.547 1.199
C7 -1.669 0.398 1.962
C8 -1.974 1.692 2.374
C9 -3.281 2.133 2.436
C10 -4.320 1.273 2.123
C11 -4.026 -0.004 1.677
C12 -2.712 -0.431 1.576
C13 0.180 0.369 3.509
C14 -0.622 0.066 4.603
C15 -0.313 0.565 5.853
C16 0.795 1.377 6.032
C17 1.612 1.662 4.952
C18 1.303 1.155 3.703
C19 -0.167 -2.003 -0.606
O4 -0.928 -0.892 -0.772
C20 -0.770 -3.169 -1.416
C21 -1.988 -2.994 -2.054
C22 -2.543 -4.013 -2.806
C23 -1.887 -5.226 -2.917
C24 -0.673 -5.408 -2.275
C25 -0.109 -4.384 -1.538
C26 1.242 -1.841 -1.160
C27 1.373 -1.851 -2.546
C28 2.618 -1.893 -3.138
C29 3.759 -1.902 -2.353
C30 3.635 -1.779 -0.981
C31 2.384 -1.733 -0.384
H1 2.832 -4.818 2.239
H2 3.172 -3.517 3.406
H3 3.281 -3.210 1.668
H4 0.710 -5.258 3.307
H5 -0.542 -4.023 3.442
H6 0.891 -3.925 4.475
H7 -1.243 -3.010 0.939
H8 -0.919 -1.918 2.815
H9 -1.172 2.361 2.644
H10 -3.476 3.148 2.752
H11 -5.348 1.602 2.209
H12 -4.827 -0.693 1.432
H13 -2.509 -1.406 1.165
H14 -1.509 -0.543 4.478
H15 -0.961 0.334 6.690
H16 1.010 1.784 7.011
H17 2.479 2.297 5.084
H18 1.905 1.378 2.838
H19 -2.471 -2.032 -1.957
H20 -3.480 -3.859 -3.322
H21 -2.317 -6.028 -3.504
H22 -0.158 -6.357 -2.360
H23 0.845 -4.519 -1.050
H24 0.482 -1.823 -3.158
H25 2.692 -1.938 -4.216
H26 4.736 -1.997 -2.812
H27 4.525 -1.734 -0.364
H28 2.294 -1.596 0.682
I1 -0.823 3.566 -0.312
C32 -4.350 1.548 -1.558
C33 -3.534 1.445 -2.833
O5 -2.172 1.411 -2.512
P1 -1.089 1.060 -3.667
O6 0.236 1.129 -2.987
Te1 -1.715 -0.683 -5.076
O7 -1.236 2.353 -4.689
C34 -0.867 3.635 -4.220
C35 0.421 4.111 -4.874
H29 -5.412 1.627 -1.796
H30 -4.026 2.420 -0.994
H31 -4.174 0.672 -0.941
H32 -3.733 2.311 -3.479
H33 -3.795 0.538 -3.400
H34 -0.738 3.610 -3.135
H35 -1.692 4.321 -4.458
H36 1.171 3.329 -4.785
H37 0.773 5.003 -4.364
H38 0.274 4.333 -5.931
Cl1 2.817 7.028 0.983
C36 2.794 5.411 0.359
C37 2.623 5.214 -1.004
C38 2.583 3.936 -1.500
C39 2.713 2.809 -0.649
C40 2.553 1.503 -1.107
C41 2.918 3.064 0.731
C42 2.941 4.340 1.231
H39 2.490 6.064 -1.657
H40 2.400 3.760 -2.551
H41 2.778 0.684 -0.449
H42 2.525 1.280 -2.161
H43 3.013 2.210 1.385
H44 3.049 4.529 2.289

Mulliken atomic charge list, values in e, 4 entries: number 1, Au, carries 3.36; number 2, C, carries -1.78; number 3, C, carries 1.56; number 4, C, carries -1.92